Entry 1:
DFT (ωB97M-V/def2-TZVPD) results for a cluster of 8 separate species, C24H56N8O8 in total.

Its net charge is 0. For the calculated total energy, the calculation gives -54091.935 eV. For the lowest unoccupied orbital energy, the calculation gives 0.017 hartree. For the energy relative to the best compared isomer or geometry (same formula, charge and spin), the calculation gives 964.5 kJ/mol. For the HOMO energy, the calculation gives -8.60 eV. As for the HOMO-LUMO gap: 9.074 eV.

Last columns: bonded neighbours and bond lengths (Å).
Cartesian coordinates (Å):
1 C 14.598 -39.868 -4.341  N2 1.408, H6 1.090, H7 1.090, H8 1.090
2 N 14.226 -39.626 -3.005  C1 1.408, C3 1.548, C4 1.401
3 C 15.176 -40.083 -1.872  N2 1.548, H9 1.090, H10 1.090, H11 1.090
4 C 13.127 -38.826 -2.664  N2 1.401, O5 1.283, H12 1.101
5 O 12.917 -38.439 -1.458  C4 1.283
6 H 15.254 -39.096 -4.744  C1 1.090
7 H 13.793 -40.011 -5.062  C1 1.090
8 H 15.200 -40.776 -4.311  C1 1.090
9 H 16.160 -39.908 -2.306  C3 1.090
10 H 15.143 -39.383 -1.038  C3 1.090
11 H 15.022 -41.116 -1.559  C3 1.090
12 H 12.587 -38.533 -3.577  C4 1.101
13 C 16.489 -44.260 1.364  N14 1.446, H18 1.090, H19 1.090, H20 1.090
14 N 15.151 -43.850 1.728  C13 1.446, C15 1.445, C16 1.363
15 C 14.699 -42.515 1.405  N14 1.445, H21 1.090, H22 1.090, H23 1.090
16 C 14.485 -44.783 2.465  N14 1.363, O17 1.261, H24 1.101
17 O 13.432 -44.403 3.046  C16 1.261
18 H 17.198 -43.447 1.520  C13 1.090
19 H 16.443 -44.102 0.286  C13 1.090
20 H 16.959 -45.216 1.595  C13 1.090
21 H 14.368 -41.899 2.242  C15 1.090
22 H 15.286 -41.954 0.679  C15 1.090
23 H 13.749 -42.773 0.936  C15 1.090
24 H 15.000 -45.740 2.636  C16 1.101
25 C 19.308 -33.131 5.580  N26 1.412, H30 1.090, H31 1.090, H32 1.090
26 N 18.169 -33.782 6.102  C25 1.412, C27 1.534, C28 1.380
27 C 17.298 -34.559 5.106  N26 1.534, H33 1.090, H34 1.090, H35 1.090
28 C 18.042 -34.130 7.431  N26 1.380, O29 1.301, H36 1.101
29 O 17.065 -34.893 7.823  C28 1.301
30 H 19.107 -32.632 4.632  C25 1.090
31 H 19.948 -34.000 5.428  C25 1.090
32 H 19.664 -32.370 6.275  C25 1.090
33 H 16.990 -33.894 4.299  C27 1.090
34 H 17.754 -35.422 4.621  C27 1.090
35 H 16.413 -35.003 5.561  C27 1.090
36 H 18.848 -33.749 8.077  C28 1.101
37 C 12.135 -31.537 5.105  N38 1.495, H42 1.090, H43 1.090, H44 1.090
38 N 12.392 -32.896 5.674  C37 1.495, C39 1.488, C40 1.390
39 C 11.443 -33.138 6.794  N38 1.488, H45 1.090, H46 1.090, H47 1.090
40 C 13.275 -33.937 5.417  N38 1.390, O41 1.227, H48 1.101
41 O 13.367 -34.963 6.084  C40 1.227
42 H 11.932 -31.044 6.056  C37 1.090
43 H 11.217 -31.588 4.518  C37 1.090
44 H 12.845 -31.179 4.360  C37 1.090
45 H 11.249 -34.143 7.169  C39 1.090
46 H 11.588 -32.562 7.708  C39 1.090
47 H 10.427 -32.836 6.539  C39 1.090
48 H 13.720 -33.793 4.420  C40 1.101
49 C 10.696 -35.964 1.413  N50 1.414, H54 1.090, H55 1.090, H56 1.090
50 N 11.602 -34.898 1.619  C49 1.414, C51 1.542, C52 1.345
51 C 11.072 -33.662 2.375  N50 1.542, H57 1.090, H58 1.090, H59 1.090
52 C 12.837 -34.913 1.089  N50 1.345, O53 1.196, H60 1.101
53 O 13.694 -34.078 1.110  C52 1.196
54 H 10.350 -36.223 2.413  C49 1.090
55 H 11.189 -36.797 0.912  C49 1.090
56 H 9.911 -35.584 0.760  C49 1.090
57 H 11.712 -32.853 2.023  C51 1.090
58 H 10.094 -33.344 2.013  C51 1.090
59 H 11.081 -33.722 3.464  C51 1.090
60 H 13.082 -35.891 0.646  C52 1.101
61 C 14.338 -36.821 3.785  N62 1.449, H66 1.090, H67 1.090, H68 1.090
62 N 13.943 -38.029 3.090  C61 1.449, C63 1.482, C64 1.335
63 C 12.622 -38.554 3.512  N62 1.482, H69 1.090, H70 1.090, H71 1.090
64 C 14.448 -38.585 1.987  N62 1.335, O65 1.236, H72 1.101
65 O 13.911 -39.528 1.394  C64 1.236
66 H 15.355 -36.510 3.541  C61 1.090
67 H 14.479 -37.183 4.803  C61 1.090
68 H 13.522 -36.100 3.733  C61 1.090
69 H 12.758 -39.622 3.679  C63 1.090
70 H 12.243 -38.069 4.411  C63 1.090
71 H 11.845 -38.542 2.748  C63 1.090
72 H 15.287 -38.033 1.536  C64 1.101
73 C 10.254 -42.680 1.517  N74 1.476, H78 1.090, H79 1.090, H80 1.090
74 N 9.441 -41.500 1.872  C73 1.476, C75 1.408, C76 1.343
75 C 8.090 -41.639 1.503  N74 1.408, H81 1.090, H82 1.090, H83 1.090
76 C 9.942 -40.405 2.465  N74 1.343, O77 1.214, H84 1.101
77 O 9.313 -39.529 3.023  C76 1.214
78 H 9.844 -43.615 1.899  C73 1.090
79 H 11.246 -42.519 1.939  C73 1.090
80 H 10.222 -42.727 0.429  C73 1.090
81 H 7.936 -41.111 0.562  C75 1.090
82 H 7.765 -42.679 1.509  C75 1.090
83 H 7.436 -41.274 2.295  C75 1.090
84 H 11.033 -40.420 2.322  C76 1.101
85 C 14.744 -39.329 8.345  N86 1.452, H90 1.090, H91 1.090, H92 1.090
86 N 15.767 -38.299 8.349  C85 1.452, C87 1.511, C88 1.361
87 C 16.447 -37.977 7.039  N86 1.511, H93 1.090, H94 1.090, H95 1.090
88 C 16.324 -37.836 9.502  N86 1.361, O89 1.199, H96 1.101
89 O 15.939 -37.983 10.627  C88 1.199
90 H 14.043 -38.977 7.587  C85 1.090
91 H 14.264 -39.609 9.283  C85 1.090
92 H 14.906 -40.356 8.017  C85 1.090
93 H 17.466 -38.360 6.981  C87 1.090
94 H 15.712 -38.533 6.457  C87 1.090
95 H 16.533 -36.976 6.616  C87 1.090
96 H 17.289 -37.371 9.248  C88 1.101

***

Entry 2:
DFT (ωB97M-V/def2-TZVPD) results for an isolated molecule of C4H7NO2.

Its net charge is 0. For the calculated total energy, the calculation gives -9846.761 eV. For the lowest unoccupied orbital energy, the calculation gives 0.026 hartree. For the energy relative to the best compared isomer or geometry (same formula, charge and spin), the calculation gives 50.0 kJ/mol. For the HOMO energy, the calculation gives -10.46 eV. As for the HOMO-LUMO gap: 11.165 eV.

Last columns: bonded neighbours and bond lengths (Å).
Cartesian coordinates (Å):
1 C -1.608 -0.929 -0.052  C2 1.523, H8 1.097, H9 1.094, H10 1.094
2 C -0.297 -0.301 -0.508  C1 1.523, C3 1.532, O7 1.441, H11 1.114
3 C -0.037 1.053 0.157  C2 1.532, N4 1.455, H12 1.099, H13 1.088
4 N 1.393 1.026 0.425  C3 1.455, C5 1.418, H14 1.012
5 C 1.823 -0.325 0.384  N4 1.418, O6 1.197, O7 1.363
6 O 2.917 -0.719 0.667  C5 1.197
7 O 0.821 -1.112 -0.098  C2 1.441, C5 1.363
8 H -1.743 -0.741 1.020  C1 1.097
9 H -1.676 -2.011 -0.199  C1 1.094
10 H -2.444 -0.452 -0.573  C1 1.094
11 H -0.201 -0.109 -1.602  C2 1.114
12 H -0.642 1.218 1.060  C3 1.099
13 H -0.245 1.863 -0.540  C3 1.088
14 H 1.864 1.445 -0.366  N4 1.012

***

Entry 3:
DFT (ωB97M-V/def2-TZVPD) results for a cluster of 2 separate species, CH7NOS2 in total.

Its net charge is 0. For the calculated total energy, the calculation gives -26357.641 eV. For the lowest unoccupied orbital energy, the calculation gives -0.001 hartree. For the energy relative to the best compared isomer or geometry (same formula, charge and spin), the calculation gives 61.0 kJ/mol. For the HOMO energy, the calculation gives -9.05 eV. As for the HOMO-LUMO gap: 9.011 eV.

Last columns: bonded neighbours and bond lengths (Å).
Cartesian coordinates (Å):
1 N 0.087 -2.374 -1.896  C2 1.411, H4 0.993, H5 0.996
2 C 0.581 -3.291 -2.848  N1 1.411, O3 1.428, H6 1.108, H7 1.094
3 O 1.409 -2.620 -3.798  C2 1.428, H8 0.962
4 H 0.594 -1.524 -1.822  N1 0.993
5 H -0.175 -2.696 -0.991  N1 0.996
6 H 1.184 -4.097 -2.385  C2 1.108
7 H -0.120 -3.819 -3.501  C2 1.094
8 H 2.318 -2.623 -3.482  O3 0.962
9 S -0.848 2.464 1.164  S10 2.161, H11 1.345
10 S -0.274 1.663 3.087  S9 2.161, H12 1.340
11 H 0.068 3.438 1.309  S9 1.345
12 H -0.653 2.708 3.835  S10 1.340

***

Entry 4:
DFT (ωB97M-V/def2-TZVPD) results for a cluster of 2 separate species, C11H16O2S in total.

Its net charge is 0. For the calculated total energy, the calculation gives -26587.414 eV. For the lowest unoccupied orbital energy (spin up / spin down), the calculation gives -0.003 / -0.003 hartree. For the energy relative to the best compared isomer or geometry (same formula, charge and spin), the calculation gives 668.0 kJ/mol. For the HOMO energy (spin up / spin down), the calculation gives -7.23 / -7.23 eV. As for the HOMO-LUMO gap (spin up / spin down): 7.141 / 7.138 eV.

Last columns: bonded neighbours and bond lengths (Å).
Cartesian coordinates (Å):
1 C -0.836 1.116 -1.459  C2 1.390, C7 1.528, H15 1.099
2 C -0.084 0.131 -0.832  C1 1.390, C6 1.398, C9 1.567
3 C -2.341 -0.692 0.391  C8 1.464, C9 1.576, O12 1.189
4 C 1.812 -3.052 0.007  S14 1.933, H16 1.049, H17 1.018, H24 1.051
5 C 2.186 1.868 0.361  C10 1.293, H18 1.053
6 C 1.300 0.218 -1.007  C2 1.398, S14 1.778
7 C -2.357 1.170 -1.324  C1 1.528, C8 1.521, H19 1.110, H20 1.092
8 C -2.844 0.629 0.012  C3 1.464, C7 1.521, H21 1.077, H22 1.150
9 C -0.774 -0.773 0.246  C2 1.567, C3 1.576, C11 1.493, H23 1.106
10 C 1.475 2.949 0.359  C5 1.293, H25 1.080, H26 1.092
11 C -0.283 -0.307 1.577  C9 1.493, H27 1.145, H28 1.103, H29 1.125
12 O -2.902 -1.701 0.676  C3 1.189
13 O 3.446 -1.089 0.071  S14 1.413
14 S 2.203 -1.253 -0.582  C4 1.933, C6 1.778, O13 1.413, H30 1.415
15 H -0.497 1.696 -2.329  C1 1.099
16 H 1.479 -3.040 1.002  C4 1.049
17 H 2.733 -3.465 0.142  C4 1.018
18 H 3.057 1.428 0.756  C5 1.053
19 H -2.697 2.226 -1.283  C7 1.110
20 H -2.817 0.563 -2.107  C7 1.092
21 H -3.918 0.571 -0.048  C8 1.077
22 H -2.585 1.391 0.833  C8 1.150
23 H -0.517 -1.848 0.186  C9 1.106
24 H 1.091 -3.393 -0.678  C4 1.051
25 H 1.838 3.731 1.009  C10 1.080
26 H 0.568 3.078 -0.235  C10 1.092
27 H 0.831 -0.347 1.840  C11 1.145
28 H -0.538 -0.925 2.454  C11 1.103
29 H -0.618 0.730 1.856  C11 1.125
30 H 2.590 -1.611 -1.895  S14 1.415

***

Question: What is the net charge in the second record?
Answer: 0

***

Question: Which formula does entry 4 have?
Answer: C11H16O2S

***

Question: What is the formula in the first record?
Answer: C24H56N8O8

***

Question: What is the formula in the fourth record?
Answer: C11H16O2S